Computed, not measured: a 6-piece molecular cluster, C17H48N4O8 overall, with ωB97M-V/def2-TZVPD.

Kohn-Sham gap ... 8.4 eV
ΔE to the lowest compared entry with this formula, charge and spin ... 30.0 kcal per mole

```
! RIJCOSX wB97M-V def2-TZVPD def2/J DEFGRID3
* xyz 0 1
O 10.791 11.323 44.851
H 9.788 11.327 44.884
H 11.061 11.371 43.915
H 10.911 12.278 45.153
C 7.783 10.908 45.009
O 8.359 9.781 44.911
O 6.451 10.921 44.855
O 8.373 11.982 45.073
H 6.115 10.148 44.826
C 8.015 16.199 46.444
C 8.048 15.914 44.992
C 8.574 17.014 44.107
O 7.690 18.199 44.261
C 7.967 19.345 43.580
N 8.931 14.736 44.708
H 8.862 16.727 46.770
H 7.884 15.154 46.831
H 7.209 16.846 46.644
H 6.990 15.373 44.618
H 8.557 16.778 43.077
H 9.744 17.409 44.389
H 7.923 19.276 42.614
H 9.054 19.637 43.686
H 7.346 20.115 43.488
H 9.094 14.367 43.690
H 8.565 14.002 45.182
C 9.681 8.138 49.732
C 8.599 8.521 48.643
C 7.473 9.403 49.208
O 7.886 10.747 49.464
C 6.741 11.520 49.831
N 9.178 9.328 47.526
H 10.363 8.854 49.955
H 10.424 7.316 49.244
H 8.915 7.693 50.557
H 8.194 7.575 48.149
H 7.447 9.060 50.198
H 6.518 9.373 48.580
H 6.133 11.673 48.988
H 7.058 12.534 50.180
H 6.284 11.157 50.850
H 9.002 10.247 47.877
H 8.497 9.365 46.632
C 10.095 13.044 48.164
C 11.363 13.822 47.723
C 12.732 13.352 48.214
O 12.682 13.422 49.627
C 13.932 13.350 50.226
N 11.344 13.699 46.316
H 9.829 13.185 49.227
H 10.431 11.935 47.978
H 9.268 13.513 47.578
H 11.177 14.844 47.966
H 13.401 14.114 47.696
H 13.019 12.320 47.943
H 14.770 14.026 50.038
H 14.405 12.316 50.042
H 13.828 13.542 51.313
H 12.083 14.372 45.955
H 10.558 14.426 45.966
C 9.619 10.786 41.433
C 11.190 10.905 41.459
C 11.750 12.320 41.499
O 11.229 12.944 42.668
C 11.596 14.292 42.714
N 11.874 10.174 42.430
H 9.024 11.174 40.621
H 9.545 11.418 42.220
H 9.222 9.885 41.924
H 11.629 10.343 40.566
H 11.539 12.936 40.708
H 12.841 12.343 41.240
H 11.425 14.772 43.616
H 11.169 14.959 41.804
H 12.704 14.327 42.642
H 12.960 9.964 42.247
H 11.258 9.170 42.385
*
```

Computed, not measured: C28H28IrN6O2PSSe2 as an isolated structure, with ωB97M-V/def2-TZVPD.

Kohn-Sham gap (spin up / spin down) ... 8.1 / 5.5 eV
ΔE to the lowest compared entry with this formula, charge and spin ... 0.0 kcal per mole
Expectation value of S² ... 0.79

```
! RIJCOSX wB97M-V def2-TZVPD def2/J DEFGRID3
* xyz 3 2
Ir -0.122 0.096 0.632
N -4.937 7.324 -0.941
C -4.342 6.150 -0.842
C -4.787 5.198 0.132
C -4.192 3.974 0.202
C -3.134 3.664 -0.677
C -2.677 4.586 -1.635
C -3.261 5.818 -1.722
S -2.519 1.983 -0.800
O -3.684 1.158 -0.747
O -1.650 1.967 -1.941
N -1.528 1.662 0.455
C -1.916 1.554 1.772
N -1.014 0.743 2.380
C -1.222 0.403 3.651
C -2.290 0.937 4.342
C -3.133 1.795 3.642
N -2.958 2.100 2.353
H -5.713 7.578 -0.343
H -4.652 8.006 -1.633
H -5.614 5.452 0.783
H -4.534 3.230 0.905
H -1.885 4.301 -2.312
H -2.935 6.539 -2.460
H -0.523 -0.287 4.108
H -2.469 0.688 5.376
H -3.990 2.244 4.129
Se -1.524 -2.079 0.249
Se 0.403 -3.411 -0.089
C 1.502 -2.523 1.198
C 2.467 -3.300 1.821
C 3.172 -2.784 2.892
C 2.829 -1.521 3.352
C 1.871 -0.803 2.672
N 1.253 -1.247 1.557
C -1.157 -1.287 -1.510
C -1.778 -1.596 -2.686
C -1.233 -1.056 -3.854
C -0.120 -0.250 -3.769
C 0.406 0.051 -2.520
N -0.097 -0.463 -1.403
H 2.626 -4.319 1.492
H 3.929 -3.375 3.389
H 3.291 -1.089 4.228
H 1.600 0.185 3.006
H -2.637 -2.251 -2.707
H -1.677 -1.285 -4.814
H 0.335 0.172 -4.653
H 1.240 0.731 -2.425
C 1.106 3.188 -0.272
P 1.560 1.715 0.668
C 3.042 1.044 -0.120
C 2.086 2.343 2.271
C 1.157 3.041 3.050
C 1.527 3.556 4.281
C 2.828 3.385 4.742
C 3.758 2.708 3.967
C 3.392 2.185 2.734
H 0.302 3.715 0.238
H 0.756 2.901 -1.265
H 1.974 3.843 -0.349
H 3.807 1.814 -0.218
H 2.802 0.662 -1.110
H 3.439 0.215 0.466
H 0.147 3.200 2.689
H 0.811 4.104 4.878
H 3.118 3.793 5.700
H 4.775 2.594 4.317
H 4.134 1.664 2.145
*
```

Computed, not measured: an isolated ion of composition C9H18NO and charge +1, with ωB97M-V/def2-TZVPD.

Kohn-Sham gap ... 7.6 eV
ΔE to the lowest compared entry with this formula, charge and spin ... 75.9 kcal per mole

```
! RIJCOSX wB97M-V def2-TZVPD def2/J DEFGRID3
* xyz 1 1
C -3.121 -0.027 0.669
C -3.136 -0.598 1.763
C -1.737 0.844 -0.989
C -0.613 1.041 0.029
C -0.420 2.544 0.357
C 1.224 -1.017 1.337
C -0.056 -1.848 -0.673
C 2.404 -0.993 -0.927
C 0.975 -0.864 -0.174
N 0.581 0.551 -0.505
O -3.082 0.550 -0.369
H -3.205 -1.661 1.970
H -2.847 0.079 2.644
H -1.932 1.893 -1.477
H -1.385 0.038 -1.691
H -0.711 0.505 0.930
H 0.457 2.704 1.064
H -1.199 3.039 0.984
H -0.435 3.085 -0.562
H 2.112 -0.467 1.521
H 0.527 -0.405 1.847
H 1.238 -2.052 1.661
H 0.155 -2.849 -0.288
H -0.130 -1.862 -1.776
H -1.049 -1.588 -0.504
H 3.044 -0.250 -0.423
H 2.671 -2.037 -0.717
H 2.384 -0.779 -2.126
H 1.358 1.114 -0.440
*
```

Computed, not measured: C21H18BrClCuN3O2Se3Te as an isolated structure, with ωB97M-V/def2-TZVPD.

Kohn-Sham gap (spin up / spin down) ... 6.5 / 5.2 eV
Expectation value of S² ... 0.76

```
! RIJCOSX wB97M-V def2-TZVPD def2/J DEFGRID3
* xyz -1 2
Cu 0.047 -2.641 -1.334
O 3.922 -2.351 0.348
C 4.582 -1.514 -0.470
C 5.967 -1.385 -0.344
C 6.670 -0.535 -1.179
C 6.011 0.197 -2.158
C 4.635 0.067 -2.280
C 3.904 -0.771 -1.451
C 2.389 -0.862 -1.594
O 1.885 -1.995 -1.013
N 1.848 0.386 -1.011
N 0.530 0.562 -1.207
C -0.115 1.311 -0.407
C -1.536 1.603 -0.584
Br -2.418 0.533 -1.867
C -2.155 2.514 0.172
C -3.563 2.938 0.182
C -4.318 3.082 -0.982
C -5.638 3.497 -0.920
C -6.228 3.781 0.303
C -5.481 3.663 1.466
C -4.159 3.254 1.402
H 2.979 -2.390 -0.065
H 6.468 -1.971 0.416
H 7.745 -0.448 -1.068
H 6.560 0.857 -2.817
H 4.101 0.635 -3.034
H 2.122 -0.798 -2.659
H 2.162 0.533 -0.051
H 0.365 1.787 0.455
H -1.528 2.983 0.927
H -3.863 2.872 -1.939
H -6.209 3.599 -1.834
H -7.262 4.098 0.349
H -5.928 3.889 2.425
H -3.576 3.165 2.311
Se -1.796 -3.227 -2.617
Se -3.150 -3.986 -0.922
Te -1.716 -5.746 0.283
Se 0.460 -5.320 -0.551
Cl -2.736 0.291 2.888
C -1.405 -0.744 2.462
C -0.349 -0.919 3.338
C 0.674 -1.773 2.959
C 0.593 -2.403 1.727
N -0.419 -2.211 0.886
C -1.407 -1.398 1.241
H -0.338 -0.403 4.288
H 1.525 -1.947 3.602
H 1.363 -3.087 1.395
H -2.217 -1.272 0.535
*
```

Computed, not measured: C16H36N8OPTb as an isolated structure, with ωB97M-V/def2-TZVPD.

Kohn-Sham gap (spin up / spin down) ... 7.2 / 8.3 eV
Expectation value of S² ... 12.62

```
! RIJCOSX wB97M-V def2-TZVPD def2/J DEFGRID3
* xyz 2 7
Tb -0.977 -2.833 -0.563
C 4.342 -2.833 1.534
N 3.471 -2.833 0.366
C 4.097 -2.833 -0.952
C 2.020 -2.833 0.510
N 1.288 -2.833 -0.563
N 1.449 -2.833 1.853
C 0.105 -2.833 2.399
N -0.030 -2.833 3.817
N -0.976 -2.833 1.694
H 5.419 -2.833 1.262
H 4.161 -3.744 2.143
H 4.161 -1.921 2.143
H 5.205 -2.833 -0.897
H 3.797 -1.922 -1.514
H 3.797 -3.743 -1.514
H 1.688 -2.833 -1.508
H 2.139 -2.833 2.611
H 0.800 -2.833 4.428
H -0.960 -2.833 4.262
H -1.900 -2.833 2.150
O -0.977 -0.616 -0.563
P -0.910 0.886 -0.585
N -1.502 1.569 0.797
C -0.877 1.230 2.080
C -1.949 1.332 3.157
C -3.127 1.959 2.449
C -2.947 1.471 1.028
N -1.773 1.549 -1.802
C -1.914 2.981 -2.015
C -3.185 3.155 -2.832
C -3.374 1.806 -3.493
C -2.869 0.841 -2.440
N 0.625 1.441 -0.842
C 1.186 1.191 -2.182
C 2.652 0.828 -2.009
C 2.979 1.335 -0.628
C 1.679 1.104 0.115
H -0.076 1.941 2.300
H -0.452 0.220 2.078
H -1.626 1.925 4.018
H -2.218 0.330 3.514
H -3.059 3.053 2.493
H -4.084 1.655 2.881
H -3.524 2.089 0.335
H -3.284 0.432 0.935
H -1.051 3.358 -2.574
H -1.983 3.549 -1.082
H -3.110 3.969 -3.559
H -4.032 3.363 -2.167
H -2.759 1.742 -4.399
H -4.416 1.620 -3.770
H -2.542 -0.100 -2.892
H -3.660 0.621 -1.715
H 1.092 2.103 -2.781
H 0.668 0.385 -2.714
H 3.291 1.269 -2.779
H 2.773 -0.262 -2.043
H 3.220 2.404 -0.661
H 3.821 0.804 -0.176
H 1.643 1.735 1.005
H 1.604 0.054 0.421
H -3.049 -2.833 -0.563
*
```

Computed, not measured: a 5-piece molecular cluster, C5H21NO4S overall, with ωB97M-V/def2-TZVPD.

Kohn-Sham gap ... 9.4 eV
ΔE to the lowest compared entry with this formula, charge and spin ... 6.1 kcal per mole
SMILES string ... CCN[C@@H](C)CS.O.O.O.O

```
! RIJCOSX wB97M-V def2-TZVPD def2/J DEFGRID3
* xyz 0 1
C -1.548 2.384 -1.423
C -0.576 1.251 -1.184
N 0.539 1.759 -0.361
C 1.210 0.691 0.428
C 2.729 0.804 0.384
C 0.644 0.606 1.861
S 0.840 -1.060 2.545
H -1.972 2.881 -0.548
H -1.034 3.198 -1.958
H -2.353 2.105 -2.115
H -0.126 0.844 -2.090
H -1.069 0.383 -0.715
H 0.407 2.594 0.195
H 0.905 -0.236 -0.075
H 3.044 1.676 -0.201
H 3.110 1.007 1.402
H 3.489 0.114 0.007
H 0.956 1.337 2.599
H -0.409 0.789 1.609
H 1.082 -1.689 1.381
O -1.881 -2.889 -0.227
H -1.854 -2.115 0.340
H -1.042 -3.339 -0.043
O -2.819 -0.600 1.610
H -2.587 -0.475 2.536
H -3.787 -0.544 1.602
O -1.384 -2.664 -2.934
H -2.063 -2.051 -3.194
H -1.556 -2.863 -1.989
O 2.422 1.518 -2.522
H 2.011 1.685 -3.368
H 1.736 1.748 -1.861
*
```

Listing electronic energy for the structures above in their given order: -40737.2862; -196158.8376; -13151.2628; -361174.1077; -62854.6092; -26040.4130 eV.